Entry 1:
Density functional theory data (ωB97M-V/def2-TZVPD) for the molecule C4H5NO2.

The SMILES is O=C[C@H]1CN1C=O. The HOMO energy is -0.3730 Eh. The multiplicity is 1. As for the frontier orbital gap: 10.69 eV. The LUMO energy comes out at 0.541 eV.

Last column: Mulliken charge in e.
Atoms and positions in Å:
O: -1.9416 0.2723 -2.1356  -0.458
C: -1.0263 0.1051 -1.3788  -0.104
C: -0.9846 0.0576 0.1182  0.059
C: -0.1065 -1.1001 0.6374  -0.474
N: 0.3633 0.2109 0.5213  -0.044
C: 1.5168 0.9199 0.5830  0.106
O: 2.5214 0.4756 1.0975  -0.546
H: 0.0115 -0.0037 -1.7376  0.301
H: -1.7390 0.4962 0.7735  0.346
H: 0.2223 -1.8376 -0.1031  0.236
H: -0.2119 -1.4688 1.6559  0.250
H: 1.4292 1.9255 0.1216  0.326

Atoms 1-2, force components in eV/Å:
-0.03 0.01 0.61
-0.37 0.02 -0.59

=====

Entry 2:
Density functional theory data (ωB97M-V/def2-TZVPD) for the molecule C4H5NO2 at a distorted geometry.

The HOMO energy (alpha / beta) is -0.2991 / -0.2991 Eh. The multiplicity is 1. As for the frontier orbital gap (alpha / beta): 8.19 / 8.19 eV. The LUMO energy (alpha / beta) comes out at 0.051 / 0.052 eV.

Last column: Mulliken charge in e.
Atoms and positions in Å:
C: -0.6688 -0.5553 -1.7377  -0.332
C: 0.3534 -1.9716 -0.1833  0.138
C: 0.4305 0.2104 0.3856  -0.342
C: -0.3432 1.2983 0.9343  -0.013
N: 0.5486 -0.9988 0.5851  -0.138
O: -0.2094 -1.7126 -1.4077  -0.231
O: 0.5367 2.4087 1.3853  -0.493
H: -0.9363 -0.4714 -2.7941  0.200
H: 0.7689 -2.9943 -0.1400  0.365
H: -0.8416 1.6621 0.1258  0.265
H: -1.0817 0.9801 1.7491  0.251
H: 1.4428 2.1445 1.0976  0.330

Atoms 1-2, force components in eV/Å:
0.87 0.89 2.50
0.44 -2.42 -0.38

=====

Entry 3:
Density functional theory data (ωB97M-V/def2-TZVPD) for the molecule C4H5NO2.

The HOMO energy is -0.3328 Eh. The multiplicity is 1. As for the frontier orbital gap: 9.64 eV. The LUMO energy comes out at 0.582 eV.

Last column: Mulliken charge in e.
Atoms and positions in Å:
O: -2.4301 0.2224 0.1805  -0.289
C: -1.4490 -0.6571 0.1458  -0.790
C: -0.3002 0.0150 -0.5504  0.718
C: 0.5468 0.7873 0.5096  -0.490
N: 1.8204 0.0730 0.5567  -0.501
C: 1.7328 -0.8534 -0.2983  0.051
O: 0.6075 -0.9901 -1.0322  -0.367
H: -3.1522 -0.1890 0.6772  0.441
H: -0.6011 0.6422 -1.3970  0.299
H: 0.7037 1.8325 0.2274  0.289
H: 0.0784 0.7745 1.5001  0.261
H: 2.5063 -1.5823 -0.5193  0.379

Atoms 1-2, force components in eV/Å:
0.12 -0.36 0.12
-0.03 0.40 -0.14

=====

Entry 4:
Density functional theory data (ωB97M-V/def2-TZVPD) for the molecule C4H5NO2.

The SMILES is O=C[C@H]1CN=CO1. The HOMO energy is -0.3698 Eh. The multiplicity is 1. As for the frontier orbital gap: 10.65 eV. The LUMO energy comes out at 0.586 eV.

Last column: Mulliken charge in e.
Atoms and positions in Å:
O: -2.1838 0.7729 0.8112  -0.452
C: -1.8063 -0.0258 -0.0116  -0.168
C: -0.3631 0.0125 -0.4672  0.288
C: 0.5045 0.8023 0.4973  -0.502
N: 1.8393 0.2032 0.3042  -0.511
C: 1.5952 -0.9401 -0.1810  0.089
O: 0.3023 -1.2609 -0.5146  -0.366
H: -2.5199 -0.7326 -0.4722  0.368
H: -0.3184 0.4318 -1.4858  0.215
H: 0.4458 1.8813 0.3510  0.373
H: 0.1955 0.5959 1.5284  0.289
H: 2.3090 -1.7405 -0.3596  0.379

Atoms 1-2, force components in eV/Å:
-0.11 -0.36 -0.33
-0.14 0.26 0.30

=====

Entry 5:
Density functional theory data (ωB97M-V/def2-TZVPD) for the molecule C4H5NO2.

The HOMO energy is -0.3404 Eh. The multiplicity is 1. As for the frontier orbital gap: 9.79 eV. The LUMO energy comes out at 0.527 eV.

Last column: Mulliken charge in e.
Atoms and positions in Å:
N: 1.3974 1.2683 1.2629  -0.158
C: 1.2598 1.0999 -0.0250  -0.583
C: -2.1897 -0.8754 -0.8031  -0.793
C: -1.0047 -0.4193 -0.4309  0.163
O: 0.2129 -0.9828 -0.7633  -0.306
C: 1.3865 -0.3134 -0.4673  0.877
O: 2.4484 -0.8406 -0.6831  -0.541
H: 1.3088 2.1912 1.6808  0.265
H: 1.5530 0.5184 1.9369  0.234
H: -3.0926 -0.3656 -0.4666  0.244
H: -2.3110 -1.7403 -1.4282  0.288
H: -0.9688 0.4595 0.1868  0.310

Atoms 1-2, force components in eV/Å:
-0.18 -0.08 -0.16
-0.07 -0.14 0.44

=====

Values of total energy, in order: -9811.9907 -9807.5981 -9811.0128 -9812.8670 -9811.3491, all in eV.
Values of energy above the lowest of the compared OMol25 structures with the same formula, charge and spin, in order: 53.6 154.9 76.1 33.4 68.4, all in kcal per mole.